{
  "formula": "C6H15NSi2",
  "method": "ωB97M-V/def2-TZVPD",
  "lumo_ha": [0.0221, 0.0100],
  "multiplicity": 1,
  "gap_ha": [0.254, 0.284],
  "de_lowest_kj_mol": 179.0,
  "elements": ["C", "C", "C", "C", "C", "C", "N", "Si", "Si", "H", "H", "H", "H", "H", "H", "H", "H", "H", "H", "H", "H", "H", "H", "H"],
  "coordinates": [[-2.4763, 0.0177, -0.0880], [-0.9278, 2.7122, 1.8922], [-1.4510, -0.5388, 0.5468], [0.1731, 2.0250, 1.6024], [-0.1373, -0.3336, -3.0082], [1.0196, 0.2645, -2.2918], [1.3138, -0.6921, 1.6809], [1.8051, -2.3086, 1.2806], [0.1801, 0.3175, 0.8454], [-3.3919, -0.5182, -0.2871], [-2.4441, 1.0459, -0.4222], [-0.8913, 3.7125, 2.2926], [-1.9127, 2.2942, 1.7519], [-1.5268, -1.5805, 0.8436], [1.1339, 2.5015, 1.7643], [-1.0107, 0.3180, -2.9605], [0.0952, -0.4927, -4.0719], [-0.4052, -1.3000, -2.5835], [1.2196, 1.3073, -2.4671], [1.8920, -0.3521, -2.1628], [1.9646, -0.1973, 2.2716], [0.6731, -2.9262, 0.6001], [2.9942, -2.3000, 0.4227], [2.1107, -2.9762, 2.5481]],
  "forces_ev_per_angstrom": [[-0.077, 0.142, 0.023], [0.008, -0.090, 0.002], [0.485, 0.153, 0.323], [-0.103, -0.460, -0.173], [-0.083, 0.008, 0.068], [-0.316, 0.051, 1.009], [-0.252, 0.093, -0.145], [-0.095, 0.641, 0.238], [0.356, -0.046, -1.328], [-0.123, -0.111, -0.042], [0.007, 0.110, -0.095], [0.043, 0.216, 0.070], [-0.169, -0.092, -0.040], [-0.041, -0.063, 0.033], [0.103, 0.035, 0.004], [-0.066, -0.061, -0.017], [-0.037, 0.001, 0.046], [-0.099, -0.067, -0.044], [0.092, 0.243, 0.070], [0.230, -0.112, 0.114], [0.024, 0.122, 0.139], [-0.186, -0.255, -0.191], [0.195, -0.162, -0.175], [0.104, -0.296, 0.112]],
  "mulliken_charge": [-0.79, -0.68, -0.10, -0.21, -0.69, -0.81, -0.11, 0.22, 0.14, 0.28, 0.26, 0.26, 0.25, 0.30, 0.31, 0.21, 0.33, 0.23, 0.33, 0.32, 0.28, -0.12, -0.09, -0.13]
}

=====

{
  "formula": "C4H6N3",
  "method": "ωB97M-V/def2-TZVPD",
  "lumo_ha": -0.2476,
  "multiplicity": 1,
  "gap_ha": 0.342,
  "de_lowest_kj_mol": 118.6,
  "total_charge": 1,
  "elements": ["C", "N", "C", "N", "C", "C", "N", "H", "H", "H", "H", "H", "H"],
  "coordinates": [[-1.1802, -0.5725, 1.7723], [-0.1631, 0.2618, 1.2318], [0.2485, 0.2749, 0.0250], [-0.1887, -0.7308, -1.0356], [0.4845, -0.3723, -2.0472], [1.3047, 0.8527, -1.7289], [1.1435, 1.1686, -0.4980], [-1.8460, 0.0410, 2.3825], [-1.7267, -1.0716, 0.9728], [-0.7405, -1.3240, 2.4355], [0.2658, 0.9329, 1.8747], [0.4794, -0.8896, -2.9880], [1.9190, 1.4289, -2.3968]],
  "forces_ev_per_angstrom": [[-1.070, -1.141, 0.663], [0.930, 0.833, -0.459], [-0.644, -1.830, -2.273], [-0.088, 0.726, 1.854], [0.087, 0.242, 0.281], [-0.273, -0.002, 0.711], [0.850, 1.071, 0.174], [0.003, -0.018, -0.189], [0.086, 0.108, 0.120], [0.047, 0.093, -0.134], [0.010, 0.034, -0.347], [-0.162, -0.187, -0.239], [0.224, 0.071, -0.163]],
  "mulliken_charge": [-0.74, -0.04, 0.56, -0.39, -0.10, 0.02, -0.45, 0.31, 0.34, 0.32, 0.33, 0.42, 0.42]
}

=====

{
  "formula": "C16H23N7OS5Ti",
  "method": "ωB97M-V/def2-TZVPD",
  "lumo_ha": [-0.0055, -0.0114],
  "s2": 2.02,
  "multiplicity": 3,
  "gap_ha": [0.212, 0.236],
  "elements": ["Ti", "N", "C", "S", "N", "N", "C", "C", "C", "C", "C", "C", "N", "H", "H", "H", "H", "H", "H", "H", "N", "C", "C", "C", "N", "C", "C", "N", "C", "H", "H", "H", "H", "H", "H", "H", "H", "H", "H", "H", "H", "H", "H", "H", "H", "O", "C", "S", "C", "C", "S", "S", "S"],
  "coordinates": [[-0.0718, -0.1438, -0.5391], [-2.4758, -3.5322, 1.1112], [-1.6301, -2.7096, 0.4140], [-0.4496, -1.8112, 1.3587], [-1.7030, -2.6975, -0.8755], [-0.7880, -1.8364, -1.4368], [-0.4594, -2.0544, -2.6926], [0.6207, -1.2875, -3.1892], [1.1182, -1.3937, -4.5027], [2.2038, -0.6538, -4.8792], [2.7932, 0.2202, -3.9428], [2.2480, 0.2988, -2.6920], [1.1948, -0.4382, -2.2802], [-2.6413, -3.2856, 2.0709], [-3.2800, -3.8445, 0.5893], [-0.9463, -2.8320, -3.2678], [0.6263, -2.0653, -5.1941], [2.5989, -0.7287, -5.8834], [3.6406, 0.8394, -4.1998], [2.6341, 1.0037, -1.9630], [2.0717, 3.1130, 0.9366], [2.8693, 2.8175, 2.1210], [3.6107, 1.4893, 1.9547], [2.7680, 0.2075, 1.9922], [2.1280, -0.1270, 0.6834], [1.7656, 0.2587, 3.1467], [0.9746, 1.5605, 3.2522], [0.0628, 1.6640, 2.0672], [1.9092, 2.7690, 3.3146], [2.5383, 2.9278, 0.0588], [1.7443, 4.0723, 0.9128], [0.6201, 2.0440, 1.2576], [3.6270, 3.5845, 2.3172], [4.3241, 1.4203, 2.7806], [4.2156, 1.5139, 1.0427], [3.4631, -0.6039, 2.2255], [1.9129, -1.1251, 0.7266], [2.8345, -0.0457, -0.0427], [2.3370, 0.1746, 4.0754], [1.0941, -0.6014, 3.1228], [0.3406, 1.5208, 4.1373], [-0.7461, 2.2784, 2.1736], [-0.3305, 0.7384, 1.8319], [2.4750, 2.7083, 4.2469], [1.3322, 3.6971, 3.3605], [-3.7580, 5.8884, -0.0864], [-3.1609, 4.8543, -0.2152], [-3.7594, 3.2823, 0.3535], [-2.3877, 2.3302, -0.1807], [-1.3975, 2.9876, -0.8083], [0.0193, 2.1827, -1.4285], [-1.5814, 4.7157, -1.0203], [-2.3410, 0.6153, 0.1378]],
  "forces_ev_per_angstrom": [[-0.009, 0.071, -0.118], [-0.042, -0.048, -0.067], [0.018, 0.036, 0.076], [0.080, 0.045, -0.104], [0.027, 0.055, 0.036], [-0.040, -0.069, -0.069], [0.044, -0.083, 0.039], [0.033, -0.074, -0.024], [0.002, -0.004, 0.009], [0.001, 0.006, 0.003], [0.022, 0.025, 0.021], [-0.053, -0.037, 0.036], [-0.045, 0.026, -0.007], [0.000, 0.016, -0.005], [-0.001, -0.012, 0.029], [0.003, -0.005, -0.010], [0.006, 0.000, 0.006], [0.001, 0.003, 0.000], [-0.006, -0.012, -0.020], [0.036, 0.021, -0.029], [0.002, 0.048, -0.038], [-0.001, -0.030, 0.015], [0.014, -0.014, 0.019], [0.000, 0.030, -0.087], [-0.088, 0.020, 0.091], [0.046, 0.043, 0.115], [0.011, 0.030, -0.107], [-0.083, -0.146, 0.081], [-0.037, -0.028, 0.032], [-0.003, -0.013, -0.011], [-0.001, -0.004, -0.018], [-0.004, 0.028, -0.073], [0.011, 0.022, 0.009], [0.001, -0.023, -0.008], [-0.028, 0.015, -0.015], [0.020, -0.001, 0.022], [0.003, -0.026, -0.036], [-0.018, 0.072, -0.026], [-0.005, -0.023, -0.008], [-0.019, 0.003, -0.051], [0.013, 0.007, 0.021], [0.041, 0.044, 0.131], [-0.226, 0.081, -0.053], [-0.004, -0.026, 0.000], [0.000, -0.002, -0.012], [0.037, -0.023, 0.044], [-0.025, -0.015, -0.089], [-0.023, 0.053, 0.039], [0.098, -0.050, 0.022], [0.107, -0.103, 0.036], [0.017, -0.069, 0.043], [-0.036, 0.059, 0.034], [0.101, 0.083, 0.076]],
  "mulliken_charge": [0.26, -0.48, 0.57, -0.55, -1.29, 0.89, -0.68, 0.75, -0.97, -0.26, -1.26, 0.22, 0.16, 0.21, 0.26, 0.34, 0.41, 0.41, 0.42, 0.26, -0.46, 0.10, -1.44, -0.08, -0.08, -1.31, 0.12, 0.37, -1.20, 0.17, 0.22, 0.04, 0.26, 0.47, 0.45, 0.50, 0.43, 0.20, 0.51, 0.38, 0.34, 0.50, -0.11, 0.49, 0.43, -0.58, 0.57, -0.15, 0.19, 0.10, -0.46, -0.14, -0.50]
}